[1]
Density functional theory data (ωB97M-V/def2-TZVPD) for C36H37N6O4S2Ti as an isolated structure in a non-equilibrium geometry.

Geometry as XYZ:
```
86
Properties=species:S:1:pos:R:3:forces:R:3:mulliken_charge:R:1
Ti -1.078583 -0.387473 -0.570656 2.6 -0.8 -2.2 -1.1834
N -1.071104 3.776142 -2.246293 0.1 -0.2 0.2 -0.4592
C -1.284831 2.551529 -1.643095 -0.3 -0.1 -0.2 0.3542
S -1.603772 1.203702 -2.656425 -0.4 0.1 0.6 -0.5775
N -1.281326 2.545946 -0.337943 0.0 0.8 0.1 -1.3652
N -1.554966 1.330196 0.255191 -0.7 2.1 1.7 1.5996
C -1.859869 1.434391 1.530912 0.2 0.0 -0.9 -0.9172
C -2.087475 0.335149 2.418184 0.0 -0.7 0.0 1.4497
C -2.220939 0.560204 3.798356 0.0 0.1 0.0 -0.6424
C -2.420483 -0.474762 4.687852 0.0 0.2 0.1 -0.7461
C -2.518830 -1.782015 4.217288 0.0 0.0 -0.4 -0.6020
C -2.390459 -2.037416 2.862898 -0.1 -0.3 0.1 -0.3560
C -2.155340 -1.008916 1.947250 0.1 0.5 0.5 0.1299
O -2.015074 -1.276889 0.669410 -1.3 -0.6 1.5 -0.2835
H -0.709731 3.710041 -3.182734 0.0 0.0 0.0 0.2677
H -0.620996 4.459315 -1.655712 0.0 0.0 0.0 0.2625
H -1.901375 2.443870 1.935250 0.0 0.0 0.0 0.3344
H -2.138998 1.577276 4.165825 0.0 0.0 0.0 0.3652
H -2.488569 -0.273540 5.749521 0.0 0.0 0.0 0.3777
H -2.688684 -2.600178 4.905647 0.0 0.0 0.0 0.3985
H -2.443822 -3.047339 2.475646 0.0 0.0 0.0 0.4576
C -4.345550 -0.784729 -1.834794 0.0 0.2 0.1 -1.4213
N -2.966831 -1.227169 -1.731974 0.5 -0.3 -0.1 0.3393
C -2.634134 -2.350099 -2.255890 -0.1 -0.2 -0.1 0.0888
C -1.289074 -2.804390 -2.163917 0.0 -0.5 -0.2 -0.3602
C -0.680381 -3.992809 -2.577717 -0.4 0.2 0.0 -1.2162
C 0.668747 -3.884101 -2.230451 0.1 0.2 0.1 -0.8502
C 0.816727 -2.635301 -1.626118 0.5 -0.2 -0.2 -0.5102
N -0.354398 -1.984744 -1.577225 -0.1 -0.3 -0.4 1.6036
C -4.928532 -0.704492 -3.234187 0.0 -0.1 -0.1 0.8766
C -6.298587 -0.869905 -3.415841 0.0 0.0 0.1 -0.5642
C -6.873726 -0.763728 -4.673684 0.0 0.0 0.0 -0.5620
C -6.079919 -0.499281 -5.779159 0.0 0.0 0.0 -0.3597
C -4.713339 -0.332993 -5.609832 0.0 0.0 0.0 -0.9287
C -4.142755 -0.434077 -4.350257 0.0 0.0 0.0 0.1247
H -4.385769 0.211859 -1.384741 -0.1 0.0 0.0 0.3223
H -4.986443 -1.444092 -1.236257 0.0 0.1 0.0 0.4237
H -3.359800 -2.978202 -2.784237 0.0 0.1 0.0 0.3820
H -1.172906 -4.823614 -3.060299 0.0 0.0 0.0 0.4864
H 1.446967 -4.613946 -2.389964 0.0 0.0 0.0 0.4642
H 1.717201 -2.174623 -1.250401 0.0 0.0 0.0 0.3210
H -6.930069 -1.076545 -2.558606 0.0 0.0 0.0 0.3555
H -7.943357 -0.889387 -4.791363 0.0 0.0 0.0 0.3661
H -6.523817 -0.414481 -6.763427 0.0 0.0 0.0 0.3660
H -4.084361 -0.117908 -6.464726 0.0 0.0 0.0 0.3971
H -3.082270 -0.277248 -4.228514 0.1 -0.1 0.0 0.2424
O 0.456938 -0.363048 0.757389 -2.4 0.8 -0.9 0.2395
S 1.301283 -1.499280 1.431023 0.3 -0.9 0.6 0.0158
C 3.962697 -1.713333 1.563063 1.2 0.1 -0.1 -2.1103
C 4.560754 -0.912998 0.576269 -0.5 -0.9 1.1 1.3484
C 4.593795 -1.302208 -0.786918 0.0 0.1 -0.5 -0.2886
C 5.131379 -0.483386 -1.754753 -0.1 -0.1 0.1 -0.5229
C 5.683806 0.752743 -1.418946 0.2 0.3 -0.4 -0.6211
C 5.689910 1.147868 -0.083719 -0.2 -0.1 0.2 -0.3810
C 5.129411 0.348526 0.891288 0.2 0.6 0.0 -0.6732
C 1.169250 -1.135591 3.240565 0.0 0.2 -0.8 -0.3247
C 1.806349 0.153046 3.654868 0.1 0.1 0.1 0.0725
C 1.262480 1.365966 3.232346 0.1 -0.1 0.1 0.7376
C 1.809842 2.571212 3.640666 0.0 0.1 0.0 -0.8999
C 2.910976 2.589869 4.486017 0.0 0.0 0.0 -0.6128
C 3.467993 1.390725 4.903777 0.0 0.0 0.0 -0.6872
C 2.924744 0.184042 4.485013 -0.1 0.0 0.1 -0.5824
H 3.717832 -2.745929 1.362033 0.0 -0.1 -0.1 0.5203
H 4.032577 -1.410464 2.597914 0.1 0.0 0.1 0.3970
H 4.176778 -2.265809 -1.054292 0.0 -0.1 -0.1 0.3090
H 5.127567 -0.801849 -2.790232 0.0 0.0 0.0 0.3474
H 6.100363 1.394630 -2.184161 0.0 0.0 0.0 0.3514
H 6.131757 2.100869 0.188058 0.0 0.0 0.0 0.4343
H 5.131292 0.665423 1.929510 0.0 0.0 0.0 0.2348
H 1.628032 -1.992530 3.735327 0.0 0.0 0.0 0.6500
H 0.098398 -1.118142 3.441067 0.0 -0.1 0.2 -0.4228
H 0.405286 1.341628 2.577144 0.0 0.0 0.0 0.3840
H 1.361975 3.502897 3.314297 0.0 0.0 0.0 0.4652
H 3.332211 3.530598 4.818839 0.0 0.0 0.0 0.3986
H 4.323095 1.396533 5.568923 0.0 0.0 0.0 0.3715
H 3.369223 -0.745873 4.821972 0.0 0.0 0.0 0.3567
N 2.624977 3.284355 -0.179890 -0.1 0.0 0.0 -0.7615
C 1.977373 1.971376 -0.081215 0.0 0.2 -0.2 2.5812
C 1.571520 1.474675 -1.457574 0.4 0.6 0.4 0.0516
O 2.079952 2.175615 -2.468032 -0.1 -0.2 -0.1 -0.6382
O 0.849240 0.530102 -1.642811 0.0 -0.4 -0.3 -0.2502
H 3.381671 3.361030 0.486432 0.1 -0.1 0.0 0.2888
H 1.957266 4.020801 0.012208 0.0 0.0 0.1 0.1864
H 2.635249 2.864111 -2.038226 0.0 0.0 0.1 0.4709
H 1.102813 1.957627 0.563093 0.0 0.0 -0.1 -1.0420
H 2.683566 1.240974 0.308886 0.1 -0.1 0.1 -0.6455
```
Positions in Å, forces in eV/Å.

Output
Net charge: -1
Energy relative to the best compared isomer or geometry (same formula, charge and spin) (kJ/mol): 497.9
Orbital gap (alpha / beta) (Ha): 0.1067 / 0.1104
Molecular weight (g mol⁻¹): 729.73



[2]
Density functional theory data (ωB97M-V/def2-TZVPD) for C36H37NOP2Pd as an isolated structure in a non-equilibrium geometry.

Geometry as XYZ:
```
78
Properties=species:S:1:pos:R:3:forces:R:3:mulliken_charge:R:1
Pd -0.297781 -0.440125 -1.436722 1.4 -1.7 3.0 -0.3443
C 0.893460 -0.132733 -3.161216 2.0 -0.7 -1.8 -0.3573
C 1.733102 0.486238 -2.140051 0.7 0.8 -0.4 -0.6209
C 1.739760 2.010516 -2.135123 -0.1 0.5 -0.1 -1.0875
C 0.360792 2.715862 -2.066066 0.0 0.7 -0.1 -1.4097
C -0.690210 1.862186 -1.449012 -3.0 -0.5 1.5 1.3710
C -1.504206 0.879482 -2.053838 0.2 3.1 -0.9 -0.8952
C -1.422718 0.492218 -3.488185 -1.1 0.3 -0.5 -0.0755
C 0.002133 0.498298 -4.144085 -2.1 0.7 -0.6 -1.3177
C -1.599096 -0.748721 2.377847 0.6 -1.1 -1.0 -1.1177
H 1.210110 -1.099053 -3.510277 0.3 -0.1 0.0 0.2853
H 2.773361 0.136204 -2.200172 0.1 -0.1 -0.6 1.2531
H 2.219812 2.309911 -3.071040 0.2 0.0 0.1 0.6076
H 2.346225 2.403670 -1.318558 0.1 -0.1 -0.2 0.3991
H 0.468626 3.603382 -1.412135 0.0 -0.4 -0.3 0.3986
H 0.004851 3.148931 -3.034607 0.4 -0.7 0.6 0.2574
H -1.039279 2.208506 -0.406119 0.7 -0.7 -2.1 0.1050
H -2.256011 0.348525 -1.489364 -1.1 0.7 0.3 -0.1594
H -2.169494 1.208500 -3.855093 0.0 -0.4 -1.3 0.4468
H -1.808324 -0.558417 -3.538087 -0.1 0.9 -0.4 0.2586
H -0.147624 -0.174643 -5.007148 0.5 0.4 0.3 0.4792
H 0.253315 1.488294 -4.550659 0.1 -0.3 0.3 0.2806
H -1.578790 -1.334854 1.354960 -0.5 0.6 2.5 0.0743
H -2.510959 -0.857972 3.114171 1.9 0.1 -1.8 0.3907
H -0.607746 -0.985038 2.833263 -0.9 -0.2 0.1 0.4365
P 1.793751 -0.488319 -0.348050 -0.6 -2.7 1.2 2.5105
P -1.380922 0.941889 1.807524 -1.8 -1.5 0.4 2.6245
C 1.406226 0.986777 0.638808 -1.0 0.9 2.0 -0.8568
C 0.298075 1.390392 1.340454 1.4 0.8 -1.1 -1.4427
C 3.241623 -1.118999 0.625269 -0.6 1.5 -0.2 0.5251
C 4.391114 -0.334761 0.495761 0.2 -0.8 0.2 -0.5723
C 5.576278 -0.828759 1.039087 0.0 0.0 0.1 -0.7131
C 5.605887 -2.027650 1.758155 -0.3 0.4 -0.1 -0.7067
C 4.400476 -2.694744 1.994101 -0.1 0.0 0.1 -0.6149
C 3.192329 -2.242927 1.469683 0.2 0.3 -0.7 -0.2475
C 1.674363 -2.213054 -1.447118 0.1 0.5 0.7 1.2239
C 0.430007 -2.677639 -1.889884 -0.6 -1.1 -0.8 -0.5242
C 0.330060 -3.603339 -2.945462 0.4 0.3 0.4 -1.0038
C 1.498176 -4.081529 -3.542366 -0.3 -0.4 0.1 -0.7782
C 2.744004 -3.640235 -3.081050 0.0 0.5 0.3 -0.7580
C 2.837381 -2.670275 -2.056892 -0.2 -1.0 -0.4 -0.9937
C -1.635152 1.812731 3.309402 0.0 0.7 -0.3 0.6380
C -0.605239 1.700659 4.244079 -0.5 0.2 0.1 -0.7480
C -0.851035 2.162625 5.525181 0.5 0.0 -0.2 -0.6487
C -2.047735 2.783150 5.857284 0.0 -0.4 -0.1 -0.6867
C -3.045627 2.866817 4.898188 -0.2 0.3 0.0 -0.8183
C -2.864471 2.391737 3.604333 0.2 0.1 0.7 -0.5664
C -2.925086 1.106402 0.814222 -0.9 0.6 -0.5 0.2863
C -3.677871 -0.037767 0.439897 0.7 0.0 -0.5 -1.0261
C -4.833255 0.034338 -0.347672 0.2 0.5 0.4 -0.5713
C -5.341502 1.288761 -0.710651 0.6 -0.3 0.2 -0.6272
C -4.658234 2.446970 -0.290503 -0.3 -0.3 0.2 -0.8935
C -3.491865 2.365816 0.491601 0.0 -0.1 -0.6 -0.0397
H 2.262011 1.668767 0.753382 -0.3 0.0 0.1 0.7088
H 0.358741 2.420659 1.724283 0.3 -0.4 0.1 0.6643
H 4.347072 0.634227 -0.018537 0.3 -0.5 0.0 0.3385
H 6.474026 -0.264201 0.882437 0.4 0.1 0.1 0.4494
H 6.543723 -2.399963 2.187224 -0.5 0.1 -0.3 0.4115
H 4.390843 -3.589148 2.594792 0.1 -0.1 0.2 0.4613
H 2.239592 -2.734365 1.691465 0.6 0.1 -0.2 0.2496
H -0.599248 -2.380461 -1.534470 0.9 -0.5 0.4 0.6817
H -0.670052 -3.909960 -3.251830 0.4 -0.1 -0.1 0.5144
H 1.416043 -4.847243 -4.330416 0.2 0.5 0.4 0.4338
H 3.655331 -4.029942 -3.528248 -0.2 0.1 0.1 0.4634
H 3.815858 -2.344132 -1.700933 -0.2 0.0 -0.2 0.4384
H 0.345649 1.242737 3.956395 -0.3 0.1 0.3 0.3782
H -0.066004 2.039621 6.238433 0.3 0.1 0.5 0.4321
H -2.196003 3.152688 6.868443 -0.1 0.0 -0.2 0.4206
H -3.979281 3.330910 5.152112 -0.3 0.1 0.1 0.4566
H -3.668562 2.482437 2.876146 0.3 -0.1 0.3 0.4055
H -3.303273 -1.036685 0.645393 -0.2 0.2 0.1 0.4155
H -5.300972 -0.904211 -0.656752 0.0 0.4 0.1 0.4648
H -6.245346 1.333668 -1.322939 0.3 0.2 0.2 0.4512
H -5.097013 3.416004 -0.553810 0.4 -0.3 0.2 0.4594
H -3.032401 3.310811 0.810756 0.0 -0.5 -0.2 0.5348
O 0.043388 -5.093368 0.905805 -0.2 2.6 -0.1 -0.4249
C -0.042491 -3.901228 0.868318 0.2 -3.0 0.1 0.7894
N -0.126698 -2.685859 0.836486 0.2 -0.3 -0.1 -0.2271
```
Positions in Å, forces in eV/Å.

Output
Net charge: +2
Energy relative to the best compared isomer or geometry (same formula, charge and spin) (kJ/mol): 236.8
Orbital gap (alpha / beta) (Ha): 0.2287 / 0.2056
Molecular weight (g mol⁻¹): 668.07
Spin multiplicity: 5



[3]
Density functional theory data (ωB97M-V/def2-TZVPD) for C36H37NOsP2S as an isolated structure in a non-equilibrium geometry.

Geometry as XYZ:
```
78
Properties=species:S:1:pos:R:3:forces:R:3:mulliken_charge:R:1
Os 1.742259 1.658242 0.803481 -0.4 2.3 1.7 1.1470
C -0.621604 -3.068226 -1.518090 0.5 -3.1 2.6 0.2161
C -1.039897 -2.111078 -2.351967 -1.9 2.1 -2.7 -0.1882
C -2.480424 -1.884985 -2.719941 0.0 0.6 0.6 -1.0300
C -3.559019 -2.066796 -1.611807 -0.4 0.0 -0.4 -1.1677
C -3.186700 -1.796008 -0.180019 -0.2 -0.3 0.6 -0.0819
C -2.610905 -2.673702 0.653086 -0.9 0.1 0.0 -0.4350
C -2.170211 -4.058465 0.299076 0.3 -0.3 0.4 -1.1696
C -1.516465 -4.207846 -1.092612 0.3 -0.4 -0.9 -0.9900
C 1.670930 3.078480 2.350894 -0.1 0.7 0.6 -1.7261
H 0.419414 -3.129434 -1.180076 -0.3 0.3 -0.1 0.5356
H -0.324992 -1.548905 -2.959901 0.1 -0.2 0.3 0.7208
H -2.752631 -2.571216 -3.543739 0.4 0.1 0.0 0.4418
H -2.593666 -0.868621 -3.131176 0.3 -0.4 -0.1 0.3059
H -4.372104 -1.360417 -1.853769 0.3 -0.4 -0.1 0.4516
H -4.011498 -3.065637 -1.718098 0.2 0.3 0.2 0.3759
H -3.599329 -0.858699 0.225021 0.2 -0.5 -0.1 0.8296
H -2.636850 -2.505551 1.729362 0.1 0.2 -0.4 0.7200
H -3.041688 -4.738338 0.334052 0.3 0.2 0.0 0.3841
H -1.467748 -4.432494 1.062742 -0.2 0.2 -0.3 0.3874
H -0.913609 -5.130000 -1.081694 -0.1 0.3 0.0 0.5157
H -2.315385 -4.375009 -1.830084 0.3 0.2 0.1 0.3350
H 2.630940 3.039684 2.889625 -0.4 0.2 -0.1 0.5006
H 0.841661 3.170565 3.076401 0.5 0.0 -0.4 0.5427
H 1.667918 3.982670 1.707650 -0.1 -0.1 0.3 0.4913
P 1.397113 0.729001 -1.249353 -0.5 -0.2 -1.4 0.4041
P -0.239780 1.117242 1.734060 -1.2 0.0 0.5 -0.0320
C -0.372355 0.455062 -0.956911 -1.2 -0.5 -0.2 -1.3238
C -0.953094 0.389845 0.272942 -0.7 -0.6 -1.2 0.0971
C 1.488651 1.670694 -2.833749 -0.1 0.0 0.1 0.5903
C 0.619320 1.363537 -3.895911 0.3 0.2 -0.1 -0.1083
C 0.712156 2.070203 -5.100113 -0.1 -0.1 0.2 -0.7260
C 1.656104 3.091377 -5.255324 0.0 -0.1 0.4 -0.6101
C 2.501037 3.419738 -4.190348 -0.3 -0.2 -0.1 -0.7276
C 2.411968 2.723605 -2.986305 0.0 -0.3 0.3 -0.5019
C 2.318583 -0.862394 -1.471327 -0.3 -0.3 -0.5 0.8429
C 2.425289 -1.774042 -0.404578 0.2 0.1 0.0 -0.7198
C 3.382447 -2.794263 -0.439868 -0.4 0.2 -0.1 -0.6819
C 4.186482 -2.955603 -1.570227 -0.1 0.0 -0.1 -0.6333
C 3.981445 -2.146255 -2.688583 0.1 0.0 0.1 -0.7324
C 3.063887 -1.093821 -2.642830 -0.2 0.1 0.2 -0.4191
C -1.445927 2.414392 2.172129 -0.3 0.0 -0.3 0.6783
C -1.510359 3.549530 1.348698 0.0 0.1 0.4 -0.3884
C -2.259840 4.656744 1.748388 0.0 -0.2 0.0 -0.6846
C -3.005620 4.599249 2.930628 0.1 -0.3 0.0 -0.5746
C -3.029647 3.424524 3.692943 0.0 0.2 -0.2 -0.6528
C -2.258065 2.324272 3.311976 0.2 0.2 -0.1 -0.3536
C -0.169701 -0.058932 3.116867 0.3 -0.1 0.1 0.3777
C 0.915778 -0.012704 4.006974 0.0 -0.1 -0.2 -0.5006
C 1.049484 -0.997888 4.987419 0.0 0.1 0.0 -0.7532
C 0.129876 -2.044953 5.058822 -0.1 0.0 -0.2 -0.5893
C -0.971939 -2.075775 4.195114 0.1 0.3 0.0 -0.7008
C -1.142734 -1.053999 3.257626 0.1 -0.1 0.0 -0.4826
H -0.988646 0.415314 -1.871760 -0.1 -0.4 0.6 0.8055
H -1.966262 0.029747 0.416340 0.0 0.3 -0.6 0.4128
H -0.132572 0.576542 -3.783028 0.2 0.2 -0.2 0.1228
H 0.032492 1.828761 -5.917904 0.2 0.1 0.2 0.4363
H 1.723265 3.639799 -6.195103 0.0 -0.2 0.3 0.3987
H 3.225384 4.226721 -4.291124 -0.2 -0.2 0.0 0.4573
H 3.057798 3.013363 -2.151197 -0.3 -0.2 -0.5 0.2855
H 1.770689 -1.670269 0.469351 0.3 0.1 -0.1 0.7052
H 3.502679 -3.458776 0.413877 -0.1 0.1 -0.2 0.4799
H 4.960250 -3.726830 -1.573428 -0.3 0.2 -0.1 0.4149
H 4.561668 -2.323692 -3.594268 -0.2 0.1 0.2 0.4529
H 2.920460 -0.450432 -3.514782 0.2 -0.1 0.3 0.4420
H -0.940303 3.573047 0.418618 0.0 0.1 0.2 0.4074
H -2.250248 5.567775 1.146900 -0.1 -0.3 0.2 0.4240
H -3.573614 5.473822 3.249759 0.1 -0.3 -0.1 0.4031
H -3.641941 3.380391 4.594612 0.2 0.0 -0.3 0.4237
H -2.272873 1.409624 3.902143 0.1 0.3 0.0 0.3910
H 1.651319 0.790775 3.909717 -0.2 -0.3 0.1 0.3240
H 1.882546 -0.955244 5.691539 -0.3 0.0 -0.3 0.4420
H 0.263869 -2.842067 5.792073 0.0 0.3 -0.2 0.4268
H -1.689299 -2.896670 4.250038 0.1 0.3 0.1 0.4836
H -2.025903 -1.020083 2.621642 0.3 0.0 0.2 0.9456
S 3.673792 0.928186 1.341559 3.3 0.0 0.0 -0.1456
C 3.679140 2.434184 0.378160 2.3 2.1 -1.1 0.3344
N 3.937354 3.449409 -0.211310 -0.8 -2.8 1.8 -0.4805
```
Positions in Å, forces in eV/Å.

Output
Net charge: +2
Energy relative to the best compared isomer or geometry (same formula, charge and spin) (kJ/mol): 0.0
Orbital gap (alpha / beta) (Ha): 0.2554 / 0.1502
Molecular weight (g mol⁻¹): 767.94
Spin multiplicity: 5



Look up the energy relative to the best compared isomer or geometry (same formula, charge and spin) of the first one.
497.9 kJ/mol